[1]
{
  "formula": "C15H29Cl2N2OPPt",
  "method": "ωB97M-V/def2-TZVPD",
  "species": ["Pt", "Cl", "Cl", "H", "H", "P", "C", "C", "C", "C", "H", "C", "H", "H", "H", "H", "H", "H", "H", "C", "C", "H", "H", "H", "H", "H", "H", "C", "H", "C", "H", "H", "H", "H", "H", "H", "N", "C", "O", "C", "C", "C", "N", "C", "C", "H", "H", "H", "H", "H", "H"],
  "coordinates": [[0.167, -0.208, 1.458], [-0.930, 1.741, 1.133], [1.218, -2.212, 1.444], [-1.201, -1.015, 1.097], [1.547, 0.524, 0.985], [-0.097, 0.088, -3.529], [0.217, 1.887, -3.314], [1.182, -1.200, -3.280], [-1.838, -0.188, -3.035], [1.034, 2.366, -2.109], [-0.799, 2.304, -3.168], [0.774, 2.435, -4.646], [1.797, 2.078, -4.837], [0.791, 3.535, -4.603], [0.141, 2.140, -5.491], [0.507, 2.199, -1.163], [1.178, 3.450, -2.214], [2.030, 1.921, -2.045], [-2.047, 0.705, -2.416], [-2.162, -1.409, -2.184], [-2.688, -0.163, -4.319], [-2.744, 0.845, -4.747], [-3.704, -0.494, -4.077], [-2.281, -0.841, -5.081], [-1.524, -1.491, -1.298], [-2.125, -2.335, -2.766], [-3.194, -1.292, -1.841], [2.448, -0.726, -2.553], [1.454, -1.348, -4.346], [0.682, -2.566, -2.779], [2.673, 0.339, -2.673], [3.295, -1.276, -2.985], [2.389, -0.966, -1.484], [0.667, -2.605, -1.681], [1.389, -3.332, -3.123], [-0.302, -2.844, -3.175], [-0.409, -0.729, 8.495], [0.225, 0.267, 7.799], [0.863, 1.144, 8.371], [0.097, 0.208, 6.305], [-0.589, -0.813, 5.633], [-0.564, -0.870, 4.244], [0.106, 0.040, 3.498], [0.690, 1.094, 4.128], [0.717, 1.187, 5.517], [-0.316, -0.722, 9.499], [-0.925, -1.485, 8.070], [-1.143, -1.586, 6.153], [-1.064, -1.666, 3.682], [1.134, 1.858, 3.486], [1.234, 2.027, 5.965]],
  "relative_energy_ev": 0.193,
  "lumo_energy_ha": [-0.014, -0.129],
  "homo_ev": [-4.0, -8.1],
  "e_tot_ev": -58628.3765,
  "spin_multiplicity": 5,
  "orbital_gap_ev": [3.6726, 4.5850],
  "s_squared": 6.03,
  "molar_mass_g_mol": 550.368
}

---

[2]
{
  "formula": "C15H29NO8S2",
  "method": "ωB97M-V/def2-TZVPD",
  "species": ["C", "C", "O", "O", "C", "C", "C", "C", "O", "C", "N", "O", "H", "H", "H", "H", "H", "H", "H", "H", "H", "H", "H", "H", "H", "C", "C", "C", "S", "O", "O", "C", "H", "H", "H", "H", "H", "H", "H", "H", "C", "C", "C", "S", "O", "O", "C", "H", "H", "H", "H", "H", "H", "H", "H"],
  "coordinates": [[-0.719, -1.606, -3.553], [-0.085, -1.287, -4.884], [-0.087, -2.057, -5.805], [0.580, -0.110, -5.008], [0.085, 1.027, -4.290], [-1.328, 1.444, -4.683], [-1.807, 2.554, -3.738], [-3.285, 2.872, -3.879], [-4.016, 1.649, -3.650], [-5.247, 1.595, -4.185], [-5.697, 0.270, -4.260], [-5.868, 2.556, -4.570], [-0.118, -1.293, -2.702], [-1.715, -1.160, -3.489], [-0.845, -2.689, -3.523], [0.169, 0.900, -3.205], [0.760, 1.844, -4.562], [-1.297, 1.843, -5.702], [-2.030, 0.612, -4.636], [-1.251, 3.481, -3.923], [-1.609, 2.282, -2.695], [-3.589, 3.600, -3.121], [-3.542, 3.264, -4.866], [-6.611, 0.278, -4.698], [-5.753, -0.175, -3.352], [2.844, 1.503, 0.803], [2.179, 0.890, 2.044], [0.752, 0.496, 1.649], [0.807, 0.138, -0.108], [-0.006, 1.105, -0.810], [0.605, -1.273, -0.335], [2.530, 0.555, -0.351], [3.918, 1.620, 0.936], [2.421, 2.489, 0.598], [2.737, 0.007, 2.356], [2.170, 1.579, 2.884], [0.399, -0.389, 2.169], [0.045, 1.311, 1.793], [2.650, 0.992, -1.340], [3.100, -0.371, -0.278], [1.899, -3.459, 6.080], [1.505, -2.561, 7.261], [2.082, -1.166, 6.989], [2.169, -1.006, 5.200], [3.550, -0.901, 4.801], [1.199, -0.036, 4.752], [1.584, -2.655, 4.823], [1.360, -4.404, 6.091], [2.968, -3.681, 6.119], [0.417, -2.503, 7.329], [1.872, -2.954, 8.208], [1.458, -0.363, 7.373], [3.097, -1.060, 7.369], [2.088, -3.010, 3.927], [0.510, -2.587, 4.648]],
  "lumo_energy_ha": 0.013,
  "homo_ev": -9.7,
  "e_tot_ev": -55566.1632,
  "orbital_gap_ev": 10.0516,
  "molar_mass_g_mol": 415.530
}

---

[3]
{
  "formula": "C15H30BFIN4O6PS2",
  "method": "ωB97M-V/def2-TZVPD",
  "species": ["C", "C", "C", "B", "O", "C", "C", "N", "C", "N", "C", "C", "C", "C", "S", "O", "O", "O", "P", "S", "N", "C", "C", "O", "F", "C", "N", "O", "C", "C", "H", "H", "H", "H", "H", "H", "H", "H", "H", "H", "H", "H", "H", "H", "H", "H", "H", "H", "H", "H", "H", "H", "H", "H", "H", "H", "H", "H", "H", "H", "I"],
  "coordinates": [[3.019, -2.857, -0.282], [2.471, -2.330, 0.867], [1.157, -1.580, 0.863], [0.015, -2.171, 1.873], [-1.119, -1.451, 2.209], [0.122, -3.594, 2.451], [-0.224, -3.565, 3.970], [0.526, -1.879, -0.510], [-0.046, -0.723, -0.884], [-1.176, -0.553, -1.539], [-1.660, 0.802, -1.890], [-3.110, 1.058, -1.503], [-3.300, 1.931, -0.251], [-2.500, 3.242, -0.208], [-2.740, 4.372, -1.554], [-4.037, 4.959, -1.463], [-1.688, 5.341, -1.469], [-2.520, 3.543, -2.885], [-2.104, -1.963, -2.058], [-2.881, -1.667, -3.787], [0.790, 0.354, -0.504], [1.712, 0.509, -1.653], [1.377, 1.742, -2.461], [0.906, 2.727, -2.045], [1.711, 1.617, -3.739], [1.415, -0.038, 0.792], [0.752, 0.732, 1.821], [2.761, 0.236, 0.955], [3.114, 1.630, 0.938], [4.419, 1.798, 0.148], [3.913, -2.422, -0.713], [2.515, -3.699, -0.744], [2.912, -2.455, 1.853], [-1.403, -0.863, 1.502], [1.116, -4.028, 2.336], [-0.619, -4.228, 1.944], [-0.612, -4.614, 4.312], [-1.026, -2.874, 4.207], [0.654, -3.325, 4.568], [-0.086, -2.666, -0.295], [-1.567, 0.895, -2.970], [-0.976, 1.523, -1.464], [-3.640, 0.125, -1.309], [-3.648, 1.506, -2.331], [-4.357, 2.170, -0.168], [-3.011, 1.356, 0.631], [-2.790, 3.794, 0.681], [-1.429, 3.060, -0.136], [-2.166, 4.155, -3.550], [-1.190, -3.020, -2.117], [-3.055, -2.213, -1.057], [2.753, 0.614, -1.354], [1.680, -0.347, -2.328], [0.978, 0.370, 2.738], [-0.244, 0.793, 1.683], [3.256, 2.012, 1.944], [2.361, 2.244, 0.451], [4.168, 2.152, -0.855], [5.045, 2.572, 0.578], [4.939, 0.855, 0.012], [-1.636, -5.663, 5.752]],
  "lumo_energy_ha": -0.075,
  "homo_ev": -5.3,
  "e_tot_ev": -76735.1386,
  "orbital_gap_ev": 3.2549,
  "molar_mass_g_mol": 614.249
}

---

[4]
{
  "formula": "C15H30Br2F6O10S2",
  "method": "ωB97M-V/def2-TZVPD",
  "species": ["O", "H", "H", "H", "C", "C", "C", "O", "H", "H", "H", "H", "H", "H", "H", "C", "F", "F", "F", "S", "O", "O", "O", "C", "F", "F", "F", "S", "O", "O", "O", "C", "C", "C", "O", "C", "H", "H", "H", "H", "H", "H", "H", "H", "C", "C", "C", "O", "C", "H", "H", "H", "H", "H", "H", "H", "H", "Br", "C", "C", "Br", "H", "H", "H", "H"],
  "coordinates": [[3.764, 15.690, -4.921], [4.616, 15.830, -4.500], [3.174, 15.134, -4.407], [3.873, 15.325, -5.803], [9.633, 11.554, -5.554], [9.457, 12.544, -4.436], [8.622, 13.705, -4.942], [9.040, 12.175, -3.160], [10.053, 10.647, -5.119], [10.342, 11.783, -6.349], [8.666, 11.212, -5.922], [10.449, 12.904, -4.162], [7.770, 13.209, -5.408], [9.114, 14.162, -5.801], [8.250, 14.432, -4.219], [0.043, 10.451, -3.944], [0.158, 10.735, -5.230], [-1.155, 10.971, -3.521], [0.198, 9.083, -3.714], [1.593, 11.415, -3.190], [1.698, 11.036, -1.787], [2.777, 11.036, -4.011], [1.403, 12.821, -3.419], [5.608, 16.739, 1.490], [4.525, 16.519, 2.252], [5.500, 17.839, 0.766], [6.743, 16.939, 2.253], [5.890, 15.246, 0.278], [7.385, 14.928, 0.366], [5.107, 14.126, 0.740], [5.551, 15.694, -1.057], [4.649, 12.096, -10.044], [4.999, 13.431, -10.618], [4.739, 14.366, -9.507], [4.063, 13.680, -8.433], [3.795, 12.354, -8.853], [5.594, 11.593, -9.837], [4.079, 11.504, -10.760], [4.447, 13.749, -11.502], [6.078, 13.446, -10.772], [4.119, 15.192, -9.856], [5.588, 14.999, -9.252], [2.730, 12.351, -9.087], [3.976, 11.602, -8.085], [-1.037, 16.341, -7.748], [-0.177, 17.143, -8.713], [0.362, 18.232, -7.803], [0.669, 17.508, -6.662], [-0.116, 16.309, -6.609], [-1.218, 15.347, -8.158], [-1.955, 16.808, -7.392], [-0.869, 17.412, -9.510], [0.596, 16.536, -9.185], [-0.426, 18.962, -7.615], [1.111, 18.846, -8.302], [-0.736, 16.220, -5.717], [0.547, 15.444, -6.609], [5.966, 19.068, -6.473], [5.813, 20.633, -5.274], [4.525, 21.351, -5.450], [4.511, 22.440, -7.040], [6.644, 21.294, -5.521], [5.943, 20.084, -4.341], [4.296, 21.972, -4.584], [3.714, 20.638, -5.591]],
  "lumo_energy_ha": 0.099,
  "homo_ev": 0.0,
  "e_tot_ev": -214570.3270,
  "orbital_gap_ev": 2.6529,
  "molar_mass_g_mol": 708.325,
  "charge": -2
}

---

[5]
{
  "formula": "C15H30F10Li4N5O35S10",
  "method": "ωB97M-V/def2-TZVPD",
  "species": ["Li", "Li", "Li", "Li", "N", "S", "O", "O", "F", "S", "O", "O", "F", "N", "S", "O", "O", "F", "S", "O", "O", "F", "N", "S", "O", "O", "F", "S", "O", "O", "F", "N", "S", "O", "O", "F", "S", "O", "O", "F", "N", "S", "O", "O", "F", "S", "O", "O", "F", "C", "O", "C", "O", "O", "C", "H", "H", "H", "H", "H", "H", "C", "O", "C", "O", "O", "C", "H", "H", "H", "H", "H", "H", "C", "O", "C", "O", "O", "C", "H", "H", "H", "H", "H", "H", "C", "O", "C", "O", "O", "C", "H", "H", "H", "H", "H", "H", "C", "O", "C", "O", "O", "C", "H", "H", "H", "H", "H", "H"],
  "coordinates": [[2.644, 4.711, -3.883], [3.578, 0.109, -3.106], [3.745, -1.687, -0.075], [-1.250, 3.725, -5.325], [-4.028, 2.677, -6.623], [-5.157, 2.030, -5.415], [-4.646, 1.003, -4.582], [-6.599, 2.024, -5.778], [-4.992, 3.206, -4.380], [-3.990, 1.295, -7.324], [-5.175, 0.716, -7.971], [-2.934, 0.393, -6.822], [-3.161, 1.849, -8.617], [-0.114, 6.364, -4.152], [-0.068, 7.568, -5.393], [0.479, 8.916, -5.202], [-1.139, 7.349, -6.479], [1.219, 6.895, -6.114], [-0.788, 7.330, -3.160], [-2.147, 7.598, -3.448], [0.020, 8.247, -2.456], [-1.003, 6.158, -2.110], [6.016, -1.916, -2.246], [6.303, -3.080, -3.217], [5.932, -4.343, -2.611], [7.319, -3.060, -4.243], [5.023, -2.811, -4.161], [7.663, -1.916, -1.675], [8.538, -0.921, -2.254], [8.197, -3.194, -1.208], [7.324, -1.380, -0.191], [1.801, 1.072, -0.530], [2.066, 2.379, 0.184], [1.503, 2.495, 1.539], [2.187, 3.480, -0.763], [3.618, 2.147, 0.389], [0.118, 1.225, -0.751], [-0.146, 1.847, -2.123], [-0.816, 1.385, 0.327], [-0.096, -0.393, -0.977], [-3.527, 6.594, 5.629], [-2.973, 5.430, 4.692], [-2.171, 5.942, 3.579], [-3.669, 4.186, 4.471], [-1.862, 4.874, 5.744], [-4.967, 6.773, 4.737], [-6.237, 6.264, 5.200], [-4.879, 6.976, 3.324], [-5.167, 8.294, 5.245], [-0.164, -6.029, 1.957], [1.034, -6.539, 2.509], [2.298, -6.126, 2.040], [2.496, -5.277, 1.147], [3.252, -6.640, 2.762], [4.605, -6.462, 2.469], [-0.293, -6.550, 1.008], [-0.026, -4.995, 1.639], [-1.021, -6.286, 2.579], [5.123, -7.416, 2.574], [5.042, -5.599, 2.972], [4.689, -6.316, 1.392], [-8.636, -7.379, 1.287], [-7.537, -6.511, 1.401], [-7.368, -5.418, 0.622], [-8.294, -4.900, -0.030], [-6.134, -4.749, 0.955], [-5.704, -3.587, 0.228], [-8.660, -7.680, 0.239], [-9.527, -6.756, 1.370], [-8.525, -8.173, 2.025], [-4.621, -3.568, 0.344], [-6.201, -2.632, 0.400], [-5.889, -3.756, -0.833], [-3.613, -8.385, -3.744], [-2.742, -7.770, -4.724], [-2.191, -6.570, -4.484], [-2.330, -5.898, -3.447], [-1.417, -6.296, -5.502], [-0.678, -5.056, -5.417], [-3.821, -9.420, -4.014], [-4.462, -7.731, -3.547], [-3.159, -8.356, -2.754], [-1.279, -4.286, -5.899], [0.130, -5.142, -6.143], [-0.550, -4.593, -4.438], [1.645, -1.745, 4.892], [2.661, -0.919, 5.421], [3.868, -0.854, 4.738], [4.096, -1.245, 3.564], [4.799, -0.154, 5.518], [6.023, 0.232, 4.871], [2.199, -2.681, 4.818], [1.348, -1.532, 3.865], [0.778, -1.749, 5.551], [6.380, -0.675, 4.382], [6.770, 0.665, 5.536], [5.849, 0.964, 4.083], [4.142, 5.962, 5.325], [2.956, 6.605, 5.701], [2.528, 7.797, 5.191], [1.600, 8.421, 5.778], [3.141, 8.101, 4.027], [2.654, 9.189, 3.230], [5.024, 6.603, 5.354], [4.033, 5.555, 4.320], [4.449, 5.183, 6.022], [2.450, 9.947, 3.987], [1.780, 8.841, 2.680], [3.408, 9.512, 2.512]],
  "lumo_energy_ha": -0.134,
  "homo_ev": -6.2,
  "e_tot_ev": -231487.9213,
  "orbital_gap_ev": 2.5550,
  "molar_mass_g_mol": 1378.819,
  "charge": -1
}

---

[6]
{
  "formula": "C15H30F2LiNO7",
  "method": "ωB97M-V/def2-TZVPD",
  "species": ["C", "C", "C", "C", "C", "F", "C", "C", "O", "C", "C", "C", "C", "N", "O", "H", "H", "H", "H", "H", "H", "H", "H", "H", "H", "H", "H", "H", "H", "H", "H", "H", "H", "H", "C", "O", "H", "H", "H", "H", "F", "Li", "C", "O", "C", "O", "O", "C", "H", "H", "H", "H", "H", "H", "O", "H"],
  "coordinates": [[0.004, -0.027, 0.691], [-0.268, 0.096, -0.810], [0.763, 1.088, -1.365], [-1.647, 0.731, -1.045], [-2.798, -0.245, -1.322], [-3.803, 0.081, -0.379], [-3.417, -0.023, -2.727], [-4.833, 0.566, -2.632], [-5.750, -0.035, -3.167], [-2.504, -1.732, -1.064], [-1.056, -2.244, -1.256], [-0.615, -3.128, -0.057], [-1.049, -3.173, -2.493], [-0.079, -1.174, -1.541], [1.132, -1.588, -1.558], [0.930, -0.564, 0.903], [0.144, 0.988, 1.067], [-0.814, -0.468, 1.262], [0.408, 2.091, -1.125], [1.722, 0.902, -0.832], [0.898, 1.000, -2.440], [-1.911, 1.306, -0.158], [-1.554, 1.446, -1.859], [-2.837, 0.725, -3.269], [-3.454, -0.961, -3.277], [-4.996, 1.545, -2.065], [-2.884, -1.961, -0.070], [-3.146, -2.282, -1.749], [-0.366, -4.134, -0.381], [0.227, -2.694, 0.476], [-1.423, -3.223, 0.669], [-1.018, -2.562, -3.397], [-0.143, -3.778, -2.509], [-1.922, -3.820, -2.503], [1.418, 4.594, 0.444], [0.304, 3.779, 0.735], [1.781, 4.278, -0.539], [1.155, 5.649, 0.365], [2.212, 4.465, 1.190], [-0.056, 4.039, 1.587], [-5.681, 2.810, -1.358], [2.562, 2.658, -1.240], [3.936, -2.088, 1.997], [4.268, -1.969, 3.386], [3.644, -0.976, 4.012], [2.865, -0.209, 3.510], [4.024, -0.977, 5.289], [3.415, 0.046, 6.080], [4.510, -2.927, 1.619], [2.874, -2.285, 1.869], [4.213, -1.184, 1.458], [2.334, -0.073, 6.097], [3.675, 1.032, 5.700], [3.810, -0.073, 7.084], [0.747, 3.100, -3.416], [0.046, 3.564, -3.885]],
  "relative_energy_ev": 0.000,
  "lumo_energy_ha": [0.020, 0.020],
  "homo_ev": [-3.6, -3.6],
  "e_tot_ev": -37499.7706,
  "spin_multiplicity": 2,
  "orbital_gap_ev": [4.1078, 4.1073],
  "s_squared": 0.75,
  "molar_mass_g_mol": 381.342,
  "charge": -1
}